The following is a DFT calculation (the ωB97M-V functional and the def2-TZVPD basis) of 10 unconnected molecules or ions with the total composition C65H56BBrNO24PS2 at a distorted geometry.

The geometry in XYZ format:
```
151
Properties=species:S:1:pos:R:3:forces:R:3:lowdin_charge:R:1
C 7.85370 -2.47147 -9.42715 -0.04 -0.03 -0.03 0.025
O 0.05315 -1.82351 8.05171 0.05 -0.02 0.02 0.102
C 0.45431 -0.94123 4.64015 -0.05 0.00 -0.01 0.035
H -1.99445 -0.15696 -4.19002 -0.21 0.05 -0.02 0.008
H -4.99083 0.67539 -1.72510 0.32 0.01 -0.27 0.096
C 9.30305 -2.55705 -9.11944 -0.01 0.00 0.02 -0.382
H 3.93500 -6.95912 -5.64663 -0.01 0.00 0.04 0.124
C -9.65302 6.02606 0.42665 0.05 -0.06 0.04 0.023
O 3.95498 -6.22329 -3.16029 0.01 -0.03 -0.03 0.099
C 5.35303 -9.72684 4.73236 0.04 -0.01 0.00 -0.387
C 2.92433 -9.42886 4.93696 0.02 -0.06 0.01 0.018
H 5.43302 -0.88311 11.32869 0.00 -0.02 -0.03 0.121
C 5.28868 -3.35873 -4.77210 -0.01 0.01 0.06 0.030
C -9.41705 2.17711 0.35433 -0.02 -0.05 0.02 -0.379
C -5.05893 1.65828 -2.20032 -0.24 0.46 0.30 -0.131
H -4.48375 7.13435 -2.25481 0.04 -0.20 -0.22 0.085
C -10.76084 2.62749 0.78696 -0.04 0.05 0.02 0.009
H 2.51801 -2.52986 7.60637 0.02 0.03 0.00 0.101
H 2.77971 8.79877 -4.41171 0.03 0.03 0.00 0.123
O 5.65057 -3.09708 -7.08178 -0.05 -0.02 0.03 0.093
H -8.39564 0.75464 3.33351 -0.02 0.01 0.02 0.129
C 3.06044 -2.93073 1.40306 0.18 -0.41 -0.42 0.032
O -3.14618 2.01888 2.18339 0.81 0.44 -0.46 -0.283
H 5.21148 -6.13824 0.56463 0.01 0.00 0.03 0.124
O 2.11640 -7.23869 4.63023 0.01 -0.01 -0.01 0.103
H 3.89037 -11.29876 5.17177 0.04 0.00 0.00 0.121
C -3.74210 6.36529 -2.01394 0.03 0.67 0.57 -0.043
C 10.25108 -2.00629 -10.12090 0.02 0.03 -0.05 0.018
H 0.17616 -0.21373 -0.32300 0.05 -0.11 0.22 0.068
H 6.36830 -1.84726 -10.80107 0.01 0.02 -0.03 0.122
C 2.79334 -3.70559 0.16483 0.03 0.03 0.14 -0.355
H -8.02836 0.76915 -1.79061 -0.04 0.19 -0.11 0.059
H -0.91093 -1.17496 0.68524 -0.07 -0.04 -0.16 0.073
H -8.22922 4.59906 1.07542 0.06 0.03 0.02 0.114
C -1.03889 -1.54514 -1.49150 0.57 1.09 -0.29 -0.400
C 4.34449 -5.50717 -4.05842 -0.01 0.01 0.03 -0.371
C -8.99855 1.26217 2.59137 0.04 0.01 -0.03 0.038
C -8.43231 5.50726 0.52134 -0.11 -0.03 -0.08 0.030
C -0.27576 -1.20388 -0.20444 0.03 0.06 -0.06 -0.153
C 3.62745 -1.83153 10.52898 0.00 -0.02 -0.02 -0.379
H 0.54566 -1.77820 12.08808 0.00 0.02 0.02 0.125
C 4.86007 -4.49709 1.97591 0.01 0.03 -0.03 -0.380
C -0.89426 4.09943 -1.61650 0.80 -0.53 1.40 -0.812
H 4.54056 -6.40837 4.22075 0.01 0.00 0.01 0.100
H -6.65420 7.85820 -1.36173 0.02 -0.03 0.01 0.115
H -6.85169 2.69529 -2.91580 0.13 0.37 0.41 0.123
H 4.23987 -2.75765 3.14834 0.03 0.03 -0.01 0.101
C 2.92828 6.79440 -3.74447 -0.02 0.06 -0.03 0.013
O -1.93625 1.34691 0.18882 -1.14 0.24 -0.69 -0.237
O 9.69968 -3.05750 -8.08849 0.01 0.00 -0.01 0.105
C 5.50430 -8.27670 4.45572 -0.01 0.03 -0.01 0.028
H 3.41320 -5.44980 -1.01524 0.01 0.01 0.00 0.096
C 8.36665 -1.36954 -11.55963 -0.05 0.02 -0.04 -0.389
O 2.39391 -1.21580 3.33961 -0.14 0.42 0.65 0.060
H -2.75616 -1.67091 -3.79361 -0.10 0.06 0.25 0.043
H 0.52653 -1.93039 -0.05088 -0.28 0.29 -0.04 0.031
H -6.82319 2.43852 -1.13719 0.04 0.07 -0.10 0.094
H -7.58979 1.15498 1.01334 -0.01 -0.02 -0.01 0.124
C -4.28227 2.77552 -0.01423 1.09 -0.23 -0.51 -0.129
C 2.34927 -0.82910 12.89360 -0.04 0.01 0.02 -0.385
C 5.66221 7.33177 -3.07388 0.00 -0.07 0.02 0.022
O -11.01633 7.74291 -0.42662 0.01 -0.02 0.00 0.108
O 1.81073 -0.40378 13.89212 0.02 0.00 0.00 0.109
C -8.56909 1.47734 1.35056 0.04 0.00 -0.02 0.030
C 7.42085 -1.92011 -10.55838 0.04 -0.03 0.05 0.024
S 0.61190 4.40447 -1.91193 -0.35 0.43 -0.35 0.832
H 4.72980 -5.48831 -7.49262 0.02 0.03 -0.01 0.123
C 3.79194 -0.58574 12.63440 0.04 -0.01 -0.05 0.022
C 4.44908 -7.46760 4.42194 0.02 0.02 0.00 0.021
H 4.87635 -3.83113 -2.74981 -0.02 -0.03 0.01 0.117
O -4.35249 5.27335 -1.32918 1.68 -0.84 -1.37 -0.030
H -8.93925 8.82743 -1.54286 -0.04 -0.01 0.01 0.123
C 5.26134 -3.81357 -6.18359 0.02 0.01 -0.01 -0.369
C -0.13486 -1.09186 5.82296 -0.02 0.01 -0.03 0.030
H -3.76681 -0.23631 -3.90507 0.08 0.12 0.16 0.020
O 5.73944 -4.83387 2.74459 -0.04 -0.03 0.01 0.083
C -7.51577 7.40031 -0.89300 -0.05 0.07 0.02 0.038
C 2.00085 -2.10133 6.75584 0.01 -0.04 0.02 0.035
O -10.73974 1.51629 4.15537 -0.01 0.01 -0.01 0.121
O -9.02040 2.37655 -0.77840 -0.39 -0.06 0.21 0.079
H -0.87143 1.34805 -1.54014 -0.07 0.21 0.29 0.114
C 1.86100 -1.35749 4.42383 -0.09 0.08 -0.02 -0.347
H -1.36405 -2.58702 -1.49149 -0.19 0.16 -0.11 0.080
H 3.61375 -2.24713 5.39625 0.01 0.01 0.01 0.119
B -4.52892 4.16776 -2.11420 0.00 0.47 0.09 -0.707
N -1.93838 3.67840 -1.16821 -0.20 -0.34 -1.38 0.064
O 3.36883 4.62867 -2.93465 0.13 0.02 -0.02 0.026
O 1.91248 -3.36258 -0.59855 0.27 -0.30 -0.18 0.090
C -1.93153 1.27630 -1.26476 1.04 -0.71 -1.34 -0.457
C -11.19223 2.41288 2.02730 0.00 0.04 -0.05 0.031
H -4.87209 3.64437 -3.96963 -0.21 0.02 -0.01 0.077
C 2.18888 -2.07532 10.78644 -0.06 -0.05 0.02 0.020
C 5.19665 6.10844 -2.83697 0.05 0.04 0.00 0.023
H -3.18798 6.05654 -2.90347 -0.28 0.02 -0.06 0.091
C 3.07726 -7.97848 4.66009 -0.02 0.03 0.00 -0.385
C 3.39369 8.01786 -3.98154 -0.04 -0.05 0.00 0.024
H 7.17807 -2.87810 -8.68589 0.03 0.03 0.01 0.088
C -8.73718 7.91884 -0.99023 0.08 0.00 -0.02 0.026
H -0.05791 -0.51189 3.78784 0.03 0.01 -0.01 0.124
H -12.16971 2.73313 2.36520 0.00 -0.02 0.03 0.126
C 4.58846 -5.26937 0.73785 0.01 0.01 -0.02 0.029
O -7.25488 0.80132 -2.36206 0.01 -0.14 0.35 -0.060
C -7.26489 6.15323 -0.12948 0.03 -0.15 0.07 -0.338
H 5.67084 -2.36139 -4.59617 0.01 0.00 -0.04 0.125
C 9.81676 -1.45554 -11.25102 0.05 -0.02 0.04 0.018
H 6.51222 -7.92056 4.28436 0.00 -0.02 0.00 0.125
O 7.97349 -0.86873 -12.59150 0.02 0.00 0.00 0.103
C 3.79365 5.74417 -3.15281 -0.01 -0.03 0.00 -0.390
H 10.49029 -1.04759 -11.99400 -0.03 0.01 -0.02 0.121
H 4.32478 -0.01397 13.38343 -0.04 0.00 0.02 0.122
C 4.74174 -5.17631 -6.45608 -0.02 -0.05 0.01 0.026
C 4.02326 -3.30304 2.24275 0.03 -0.10 -0.10 0.031
H 6.68193 7.61798 -2.85017 -0.01 0.04 -0.02 0.122
C 4.31719 -5.96182 -5.47044 0.00 -0.01 -0.06 0.026
H 1.91529 -9.78230 5.10739 -0.01 0.04 0.00 0.121
C -2.79256 -0.59553 -3.58082 0.96 0.04 -0.34 -0.313
C 3.62777 -4.90204 -0.10586 -0.05 -0.07 -0.05 0.020
H -4.82313 1.62090 -3.26825 0.13 -0.48 0.13 0.092
H 5.81017 5.32717 -2.40672 -0.03 -0.03 0.00 0.122
H 1.90843 6.50746 -3.96756 0.01 -0.04 0.02 0.106
H 2.43916 -2.06919 1.56381 -0.02 0.04 -0.07 0.093
C 4.79753 8.38371 -3.66596 0.02 0.05 -0.01 -0.386
C -9.90292 7.27226 -0.33843 -0.05 0.04 -0.02 -0.383
H -5.32501 2.74728 0.30162 0.12 -0.41 0.01 0.114
C -4.11322 2.69720 -1.54930 -1.13 0.60 -0.44 -0.323
C 0.59092 -1.68457 6.97308 0.01 0.00 -0.02 -0.372
P -2.51094 -0.45016 -1.76954 -1.61 -1.13 0.84 0.991
H 11.30362 -2.07916 -9.87789 -0.01 -0.02 0.03 0.120
H -3.02013 6.83308 -1.33565 -0.12 -0.17 0.05 0.100
Br -2.19390 2.72858 -3.78889 -0.32 -0.59 0.15 0.923
C -2.61354 2.51204 -1.86601 0.01 1.27 1.20 -0.637
C 4.86426 -4.14403 -3.78630 0.01 0.04 -0.02 0.030
O 5.22154 9.49739 -3.88377 0.00 -0.01 0.00 0.110
C 2.58786 -1.94931 5.57222 0.01 0.00 -0.02 0.034
H -11.36157 3.13465 0.04209 0.03 -0.02 -0.03 0.126
C 1.59514 -1.61121 11.88245 0.02 -0.02 -0.04 0.029
O -4.14209 0.26910 0.93873 0.25 -0.16 -1.38 -0.295
H 1.65598 -2.64570 10.03621 -0.03 0.04 -0.01 0.107
C -6.55770 2.02016 -2.10642 0.41 -0.64 -0.75 -0.234
H -1.16000 -0.79378 6.00193 0.00 -0.01 0.02 0.126
O 6.31233 -10.46710 4.76185 -0.02 -0.01 0.00 0.106
H -3.86732 3.69817 0.39449 0.07 -0.09 -0.19 0.113
O 4.16694 -2.25719 9.52723 -0.02 0.03 -0.01 0.092
C -10.34555 1.71236 3.02826 0.00 -0.02 0.04 -0.379
H -0.36203 -1.37346 -2.34041 0.06 -0.39 0.10 0.079
O -5.03235 4.38501 -3.37400 0.42 -0.27 0.02 0.164
C 3.97915 -10.23861 4.97117 -0.07 0.01 0.00 0.019
H -10.51548 5.57124 0.89725 -0.02 0.05 0.01 0.112
S -3.38870 1.48760 0.86940 -1.34 0.11 3.07 0.618
C 4.38386 -1.04989 11.53738 0.03 0.03 0.04 0.019
O -6.15009 5.68253 -0.04026 -1.22 0.45 0.89 0.123
```
Forces are in eV/Å.

Its HOMO energy is -8.02 eV. The HOMO-LUMO gap comes out at 6.0206 eV. The lowest unoccupied orbital energy is -2.0 eV. The total energy is -220610.7449 eV.